Here is a molecular structure, C9H21CuNO6 in a non-equilibrium geometry from the OMol25 dataset. Energies are from ωB97M-V/def2-TZVPD.

```
38
C9H21CuNO6 (ωB97M-V/def2-TZVPD)
Cu -0.770 0.350 1.177
C 1.480 1.930 -1.750
C 1.156 2.337 -0.351
O -0.203 2.566 -0.076
H 1.154 0.895 -1.853
H 2.564 2.005 -1.837
H 0.980 2.396 -2.600
H 1.593 3.328 -0.231
H 1.555 1.688 0.429
C -4.402 -1.353 0.561
C -3.917 0.109 0.503
O -2.697 0.359 -0.168
H -5.455 -1.386 0.840
H -3.846 -1.908 1.317
H -4.246 -1.878 -0.382
H -3.825 0.626 1.458
H -4.808 0.589 0.100
C 1.563 2.856 3.384
N 0.364 2.179 3.945
O -0.496 1.721 3.165
O 0.280 2.184 5.170
H 1.946 3.553 4.129
H 1.279 3.491 2.545
H 2.253 2.068 3.080
O 0.820 -1.131 0.207
C 1.622 -1.796 -0.466
O 1.416 -2.410 -1.708
C 0.121 -2.154 -2.252
C 0.144 -2.517 -3.758
C 2.910 -2.141 0.266
H -0.173 -1.106 -2.182
H -0.587 -2.830 -1.772
H 0.811 -3.341 -4.010
H 0.599 -1.699 -4.317
H -0.822 -2.907 -4.077
H 2.660 -2.906 1.001
H 3.225 -1.270 0.841
H 3.753 -2.496 -0.327
```

As for the gap between HOMO and LUMO: 5.1 eV. The HOMO energy is -2.79 eV. The total charge is -1.



Here is a single C11H20N2O3 molecule in a non-equilibrium geometry from the OMol25 dataset. Energies are from ωB97M-V/def2-TZVPD.

```
36
C11H20N2O3 (ωB97M-V/def2-TZVPD)
C 1.602 1.745 1.673
C 2.420 1.475 0.380
C 1.892 0.613 -0.785
C 0.820 1.423 -1.691
C 1.392 -0.857 -0.555
N 0.199 -0.937 0.232
C -0.785 -1.785 -0.026
O -0.479 -2.838 -0.510
C -2.099 -1.459 0.623
C -3.222 -1.056 -0.328
C -2.881 0.264 -0.895
C -2.283 0.876 0.375
N -1.800 -0.149 1.256
C 2.593 -1.616 -0.040
O 3.680 -1.421 -0.497
O 2.381 -2.590 0.868
H 1.456 0.804 2.093
H 2.112 2.339 2.449
H 0.602 2.200 1.389
H 2.733 2.444 -0.062
H 3.449 1.016 0.625
H 2.824 0.519 -1.491
H 0.857 1.027 -2.775
H -0.243 1.225 -1.365
H 1.059 2.468 -1.737
H 1.107 -1.077 -1.535
H -0.185 -0.198 0.854
H -2.338 -2.383 1.220
H -3.252 -1.819 -1.073
H -4.089 -1.059 0.286
H -3.713 0.760 -1.353
H -2.105 0.294 -1.692
H -3.042 1.420 0.998
H -1.446 1.576 0.086
H -2.351 -0.066 2.092
H 3.133 -3.177 0.911
```

As for the gap between HOMO and LUMO: 9.7 eV. The HOMO energy is -9.03 eV. Its SMILES is CC[C@H](C)[C@H](NC(=O)[C@@H]1CCCN1)C(=O)O. Its energy above the lowest of the compared OMol25 structures with the same formula, charge and spin is 54.8 kcal per mole.



Here is a molecular structure, C35H41BrClN3O3PTi in a non-equilibrium geometry from the OMol25 dataset. Energies are from ωB97M-V/def2-TZVPD.

```
86
C35H41BrClN3O3PTi (ωB97M-V/def2-TZVPD)
Ti -0.187 -0.328 -0.003
Br 4.476 0.051 5.831
C 3.049 0.032 4.562
C 1.737 0.073 5.010
C 0.719 0.039 4.067
C 0.967 -0.043 2.701
O -0.064 -0.121 1.860
C 2.317 -0.057 2.247
C 2.727 -0.103 0.862
N 1.904 -0.196 -0.194
C 2.361 -0.294 -1.468
C 3.706 -0.288 -1.861
C 4.062 -0.569 -3.185
C 3.130 -0.844 -4.159
C 1.749 -0.793 -3.822
C 0.707 -1.002 -4.741
C -0.603 -0.885 -4.348
C -0.887 -0.576 -3.017
N 0.062 -0.400 -2.127
C 1.365 -0.489 -2.494
C 3.339 -0.027 3.219
H 1.516 0.133 6.067
H -0.320 0.066 4.378
H 3.795 -0.086 0.695
H 4.484 -0.089 -1.136
H 5.115 -0.571 -3.448
H 3.426 -1.078 -5.176
H 0.957 -1.249 -5.770
H -1.417 -1.034 -5.045
H -1.901 -0.469 -2.659
H 4.371 -0.049 2.889
Cl -5.828 4.315 -0.001
C -4.681 2.980 -0.042
C -5.168 1.674 -0.045
C -4.247 0.629 -0.074
C -2.884 0.853 -0.092
O -2.032 -0.200 -0.118
C -2.387 2.192 -0.107
C -1.009 2.487 -0.177
O -0.037 1.598 -0.222
C -3.337 3.246 -0.073
H -6.234 1.485 -0.024
H -4.588 -0.402 -0.072
H -0.719 3.533 -0.208
H -2.984 4.269 -0.076
C -1.858 -5.880 -0.760
C -1.774 -4.405 -0.364
C -2.385 -3.533 -1.479
C -2.665 -4.154 0.868
P -0.049 -3.758 0.036
N -0.028 -2.212 -0.015
C 0.425 -4.339 1.760
C 1.929 -4.056 1.943
C -0.303 -3.449 2.797
C 0.152 -5.815 2.064
C 1.180 -4.414 -1.222
C 0.552 -4.185 -2.612
C 2.438 -3.510 -1.182
C 1.597 -5.881 -1.086
H -2.917 -6.153 -0.847
H -1.408 -6.544 -0.020
H -1.392 -6.080 -1.726
H -3.457 -3.762 -1.545
H -1.946 -3.711 -2.460
H -2.279 -2.480 -1.236
H -3.710 -4.288 0.565
H -2.557 -3.134 1.241
H -2.468 -4.852 1.678
H 2.196 -3.047 1.620
H 2.552 -4.777 1.413
H 2.167 -4.135 3.008
H -0.399 -2.422 2.455
H 0.285 -3.435 3.723
H -1.295 -3.823 3.045
H 0.610 -6.494 1.343
H -0.915 -6.037 2.110
H 0.574 -6.047 3.049
H 0.148 -3.173 -2.712
H -0.239 -4.901 -2.838
H 1.333 -4.304 -3.370
H 2.179 -2.469 -0.981
H 2.933 -3.546 -2.160
H 3.161 -3.830 -0.435
H 0.754 -6.573 -1.073
H 2.196 -6.054 -0.190
H 2.223 -6.141 -1.948
```

As for the gap between HOMO and LUMO (alpha / beta): 5.0 / 7.1 eV. The HOMO energy (alpha / beta) is -2.62 / -4.83 eV. Its multiplicity is 3. The total charge is -1. Its energy above the lowest of the compared OMol25 structures with the same formula, charge and spin is 0.7 kcal per mole. As for the expectation value of S²: 2.08.



Here is 3 unconnected molecules or ions with the total composition C2H9O2S in a non-equilibrium geometry from the OMol25 dataset. Energies are from ωB97M-V/def2-TZVPD.

```
14
C2H9O2S (ωB97M-V/def2-TZVPD)
C 1.345 1.224 -1.041
C 1.201 -0.025 -0.201
S -0.364 -0.498 0.620
H 1.406 0.959 -2.108
H 0.464 1.867 -0.986
H 2.298 1.743 -0.953
H 1.451 -0.854 -0.868
H 1.844 -0.045 0.683
H 0.389 -1.448 -2.857
H -0.526 -1.311 -4.026
O -0.344 -1.876 -3.271
H -0.885 1.513 2.611
H -2.199 1.598 3.121
O -1.312 1.473 3.466
```

As for the gap between HOMO and LUMO (alpha / beta): 10.2 / 7.2 eV. The HOMO energy (alpha / beta) is -9.63 / -9.23 eV. Its multiplicity is 2. Its energy above the lowest of the compared OMol25 structures with the same formula, charge and spin is 13.0 kcal per mole. As for the expectation value of S²: 0.75.



Here is 10 unconnected molecules or ions with the total composition C33H51Cl3O29S2 in a non-equilibrium geometry from the OMol25 dataset. Energies are from ωB97M-V/def2-TZVPD.

```
118
C33H51Cl3O29S2 (ωB97M-V/def2-TZVPD)
C 9.649 22.511 34.680
C 11.082 22.836 34.329
C 12.090 21.784 34.771
O 12.939 21.599 33.647
C 12.362 22.151 32.553
O 12.784 22.039 31.450
O 11.242 22.827 32.886
H 9.519 22.536 35.763
H 9.419 21.524 34.284
H 8.973 23.247 34.249
H 11.381 23.847 34.614
H 11.600 20.831 34.997
H 12.602 22.035 35.699
C 12.927 21.732 39.676
C 13.764 22.560 40.616
C 13.586 24.080 40.443
O 13.438 24.569 41.773
C 13.208 23.538 42.615
O 12.975 23.649 43.775
O 13.273 22.363 41.959
H 13.248 20.689 39.660
H 13.084 22.104 38.660
H 11.870 21.777 39.928
H 14.825 22.312 40.602
H 12.671 24.290 39.882
H 14.417 24.551 39.926
C 9.344 14.123 35.241
C 10.610 13.504 35.752
C 11.700 13.244 34.708
O 12.905 13.622 35.404
C 12.600 14.373 36.473
O 13.397 14.957 37.138
O 11.271 14.358 36.713
H 8.626 14.210 36.059
H 8.890 13.473 34.493
H 9.513 15.127 34.857
H 10.467 12.578 36.315
H 11.613 13.877 33.825
H 11.763 12.195 34.444
C 20.205 19.706 41.120
C 21.571 19.250 40.664
C 21.748 19.060 39.149
O 23.113 19.415 38.956
C 23.533 20.163 40.008
O 24.584 20.709 40.060
O 22.577 20.217 40.966
H 20.095 19.667 42.200
H 19.482 19.041 40.642
H 20.083 20.733 40.776
H 21.836 18.285 41.112
H 21.100 19.742 38.590
H 21.550 18.026 38.881
C 15.250 16.192 34.149
C 15.570 15.555 32.827
C 16.695 14.496 32.891
O 16.061 13.281 32.525
C 14.735 13.483 32.323
O 13.950 12.607 32.155
O 14.432 14.793 32.380
H 16.134 16.615 34.622
H 14.848 15.402 34.799
H 14.424 16.898 34.094
H 15.799 16.280 32.045
H 17.152 14.482 33.879
H 17.453 14.718 32.140
C 20.468 16.130 42.734
C 19.253 15.229 42.636
C 18.016 15.807 43.329
O 16.997 15.760 42.314
C 17.540 15.472 41.128
O 17.020 15.585 40.063
O 18.836 15.107 41.273
H 20.275 17.048 42.172
H 21.349 15.638 42.331
H 20.614 16.468 43.761
H 19.510 14.248 43.041
H 18.212 16.835 43.634
H 17.572 15.226 44.133
C 16.385 22.621 34.182
C 15.587 23.874 34.035
C 14.612 24.167 35.199
O 14.855 25.529 35.525
C 15.891 26.012 34.791
O 16.252 27.140 34.820
O 16.436 25.035 34.039
H 16.794 22.359 35.159
H 17.239 22.595 33.502
H 15.761 21.770 33.884
H 15.027 23.866 33.098
H 14.803 23.476 36.022
H 13.577 24.086 34.878
O 14.729 19.013 35.573
S 15.043 19.631 36.809
O 14.729 21.003 36.982
O 14.498 18.800 38.033
C 15.357 17.649 38.229
C 16.738 18.270 38.019
O 16.583 19.368 37.121
H 15.204 17.272 39.234
H 15.129 16.863 37.510
H 17.385 17.453 37.697
H 17.169 18.709 38.916
O 16.612 20.257 40.677
S 16.186 19.666 41.878
O 17.017 18.824 42.659
O 15.520 20.745 42.829
C 14.582 20.104 43.690
C 14.158 18.800 42.938
O 14.809 18.895 41.652
H 15.167 19.747 44.541
H 13.759 20.729 44.009
H 13.092 18.678 42.800
H 14.626 17.938 43.411
Cl 20.708 16.569 36.156
C 20.591 18.073 35.255
Cl 22.035 19.069 35.378
Cl 19.176 18.988 35.799
H 20.460 17.830 34.210
```

As for the gap between HOMO and LUMO: 11.0 eV. The HOMO energy is -10.88 eV. Its SMILES is C[C@H]1COC(=O)O1.C[C@H]1COC(=O)O1.C[C@H]1COC(=O)O1.C[C@H]1COC(=O)O1.C[C@H]1COC(=O)O1.C[C@H]1COC(=O)O1.C[C@H]1COC(=O)O1.O=S1(=O)OCCO1.O=S1(=O)OCCO1.ClC(Cl)Cl. Its energy above the lowest of the compared OMol25 structures with the same formula, charge and spin is 0.0 kcal per mole.



Here is a molecular structure, C6H13AgO3 in a non-equilibrium geometry from the OMol25 dataset. Energies are from ωB97M-V/def2-TZVPD.

```
23
C6H13AgO3 (ωB97M-V/def2-TZVPD)
C -1.421 0.734 -2.345
C -2.309 1.892 -1.958
H -0.632 1.015 -3.053
H -1.969 -0.082 -2.835
H -1.725 2.794 -1.727
H -2.927 1.649 -1.077
H -2.993 2.167 -2.779
O 0.727 -3.145 0.757
C 0.012 -2.435 -0.200
C 0.361 -0.962 -0.213
O 0.539 -0.507 1.089
C 1.353 0.641 1.357
C 1.692 0.581 2.847
O 2.133 -0.683 3.221
Ag 1.324 -2.098 2.231
H -1.087 -2.538 -0.046
H 0.198 -2.821 -1.223
H -0.686 0.040 -1.380
H 0.812 1.560 1.088
H 2.264 0.560 0.742
H 0.789 0.882 3.417
H 2.454 1.361 3.036
H 1.093 -0.607 -0.950
```

As for the gap between HOMO and LUMO (alpha / beta): 8.6 / 6.6 eV. The HOMO energy (alpha / beta) is -7.87 / -8.90 eV. Its multiplicity is 3. As for the expectation value of S²: 2.01.



Here is 3 unconnected molecules or ions with the total composition C20H30BF16N2O7 from the OMol25 dataset. Energies are from ωB97M-V/def2-TZVPD.

```
76
C20H30BF16N2O7 (ωB97M-V/def2-TZVPD)
C -4.158 5.548 2.871
C -5.155 4.961 1.878
C -4.949 3.468 1.662
O -5.145 3.167 0.293
C -4.501 1.998 -0.146
C -3.202 2.212 -0.988
C -3.559 1.959 -2.456
C -2.643 3.696 -0.833
O -2.341 4.262 -1.893
O -2.549 4.107 0.348
N -2.160 1.260 -0.511
N -2.362 -0.083 -1.028
C -1.707 -1.060 -0.162
C -1.885 -0.885 1.360
B -0.750 1.646 -0.627
O -0.127 2.352 0.392
O 0.011 1.229 -1.695
C 1.319 0.754 -1.492
H -3.145 5.314 2.541
H -4.257 6.634 2.919
H -4.313 5.151 3.879
H -4.995 5.431 0.907
H -6.180 5.190 2.185
H -3.923 3.217 1.933
H -5.647 2.869 2.269
H -5.240 1.457 -0.750
H -4.242 1.343 0.696
H -4.359 2.655 -2.717
H -3.957 0.952 -2.609
H -2.707 2.125 -3.107
H -3.357 -0.272 -1.012
H -2.121 -2.030 -0.453
H -0.645 -1.118 -0.418
H -2.447 -1.714 1.795
H -0.915 -0.869 1.860
H -2.414 0.040 1.585
H -0.231 1.885 1.225
H 1.829 0.725 -2.456
H 1.899 1.391 -0.820
H 1.305 -0.260 -1.077
C 3.848 -2.265 5.266
C 2.586 -2.944 5.809
C 1.855 -3.941 4.901
F 1.424 -3.349 3.773
F 0.782 -4.420 5.570
F 1.723 -2.028 6.281
F 3.013 -3.702 6.870
O 3.719 -0.972 4.719
C 3.388 -0.762 3.410
C 2.042 -0.035 3.254
F 1.066 -0.700 3.903
F 1.739 0.011 1.941
F 3.421 -1.900 2.693
F 4.322 0.069 2.890
H 4.467 -2.116 6.150
H 4.394 -2.936 4.601
H 2.514 -4.775 4.647
H 2.116 0.979 3.650
C 1.964 -1.744 -4.733
C 2.201 -2.428 -6.083
C 2.312 -3.956 -6.106
F 3.349 -4.382 -5.356
F 2.523 -4.355 -7.382
F 3.262 -1.884 -6.712
F 1.089 -2.158 -6.832
O 3.092 -1.227 -4.060
C 3.871 -1.972 -3.229
C 5.317 -2.082 -3.735
F 5.351 -2.575 -4.988
F 5.997 -2.927 -2.925
F 3.346 -3.185 -2.976
F 3.935 -1.309 -2.051
H 1.374 -0.861 -4.975
H 1.349 -2.365 -4.080
H 1.387 -4.409 -5.743
H 5.789 -1.098 -3.715
```

As for the gap between HOMO and LUMO: 6.3 eV. The HOMO energy is -4.42 eV. The total charge is -1.



Here is a molecular structure, C24H43Cl2N4O5SiTm in a non-equilibrium geometry from the OMol25 dataset. Energies are from ωB97M-V/def2-TZVPD.

```
80
C24H43Cl2N4O5SiTm (ωB97M-V/def2-TZVPD)
C -4.550 2.472 -2.050
C -3.771 2.142 -0.824
H -5.285 1.689 -2.373
H -3.969 2.699 -2.945
H -5.101 3.391 -1.753
C -4.431 1.834 0.305
C -5.895 1.942 0.466
H -3.934 1.403 1.172
H -6.415 1.048 0.095
H -6.237 2.846 -0.036
H -6.047 2.037 1.542
Tm 2.134 -1.403 0.307
Cl -0.344 -1.536 -1.131
C 3.998 0.586 1.712
O 3.798 -0.644 1.513
N 3.593 1.325 2.764
C 2.951 0.753 3.990
C 3.796 2.761 2.595
H 4.367 1.128 0.810
H 3.058 -0.357 4.078
H 1.857 1.004 4.098
H 3.378 1.202 4.925
H 4.329 2.804 1.623
H 4.444 3.129 3.410
H 2.793 3.209 2.537
H 6.922 -3.094 0.022
H 6.956 -1.984 -2.346
C 6.116 -3.745 -0.371
C 6.191 -2.716 -2.595
N 5.421 -3.063 -1.452
H 5.386 -4.007 0.408
C 4.169 -2.688 -1.367
O 3.467 -2.988 -0.333
H 5.517 -2.309 -3.339
H 3.753 -2.098 -2.203
H 6.582 -4.649 -0.803
H 6.663 -3.615 -2.949
H -2.956 -2.041 0.529
H -3.200 -0.559 3.004
C -2.536 -2.745 1.263
C -2.551 -1.380 3.370
N -1.781 -2.043 2.298
H -1.822 -3.420 0.800
C -0.438 -1.955 2.280
O 0.321 -2.390 1.357
H -1.800 -0.969 4.073
H -0.003 -1.358 3.107
H -3.356 -3.312 1.713
H -3.208 -2.103 3.889
O -2.053 0.480 -1.672
C -2.293 1.790 -1.048
C -1.661 1.576 1.543
C -1.490 2.268 0.350
H -2.122 0.586 1.564
C -1.149 2.060 2.771
H -1.746 2.473 -1.770
C -0.685 3.420 0.408
H -1.354 1.583 3.738
C -0.387 3.234 2.776
C -0.146 3.907 1.595
H -0.469 3.981 -0.487
H -0.008 3.653 3.717
H 0.455 4.818 1.681
Si -1.750 -0.883 -2.701
Cl 1.080 0.498 1.240
C -2.518 -2.637 -2.927
C -0.239 -0.810 -3.935
C -3.028 0.035 -3.819
H -3.059 -3.072 -2.092
H -1.850 -3.446 -3.270
H -3.251 -2.511 -3.740
H -4.056 0.100 -3.392
H -3.009 -0.553 -4.796
H -2.688 1.092 -3.972
H 0.549 -0.131 -3.609
H -0.672 -0.451 -4.877
H 0.264 -1.776 -4.129
O 2.263 1.900 -2.635
C 2.338 0.825 -2.118
N 2.406 -0.241 -1.581
```

As for the gap between HOMO and LUMO (alpha / beta): 6.6 / 6.6 eV. The HOMO energy (alpha / beta) is -6.67 / -6.67 eV. Its multiplicity is 3. As for the expectation value of S²: 2.00.